Formula: C45H50FHfOP3
Source: OMol25
Level of theory: wB97M-V/def2-TZVPD

The value obtained for the HOMO-LUMO gap is 6.72 eV. The charge is +2. The value obtained for the HOMO energy is -13.2 eV.

Last column: Mulliken charge in e.
Geometry (Å):
Hf1 -0.4260 0.8297 -0.9213  0.69
O1 2.5324 -0.0477 2.1217  -0.28
C1 2.1359 0.8590 3.1000  0.50
C2 2.9929 1.2629 4.1359  -0.70
C3 2.5247 2.0479 5.1900  -0.87
C4 1.1902 2.4221 5.2333  -0.96
C5 0.3266 2.0316 4.2093  -0.68
C6 0.7764 1.2628 3.1175  0.67
P1 -0.3296 0.8297 1.7279  2.53
C7 -0.7285 -0.9055 2.0789  1.37
C8 -1.0578 -1.3832 3.3550  -0.39
C9 -1.3590 -2.7338 3.5576  -1.25
C10 -1.3286 -3.6264 2.4888  -0.83
C11 -0.9968 -3.1707 1.2158  0.08
C12 -0.6997 -1.8213 1.0133  -0.68
C13 -1.8734 1.7565 1.9669  0.73
C14 -1.8354 3.1634 1.9246  -0.76
C15 -2.9964 3.9286 2.0693  -0.76
C16 -4.2259 3.3006 2.2364  -0.78
C17 -4.2930 1.9108 2.2494  -0.16
C18 -3.1288 1.1474 2.1079  -0.50
C19 3.7352 0.1557 1.4746  -0.52
C20 4.9170 -0.2687 2.1005  -0.12
C21 6.1510 -0.1036 1.4770  -0.74
C22 6.2063 0.4392 0.2003  -0.83
C23 5.0248 0.7714 -0.4682  -0.33
C24 3.7633 0.6077 0.1379  0.44
P2 2.2136 0.8297 -0.8249  2.56
C25 2.4141 2.5110 -1.4983  0.98
C26 3.1917 2.8382 -2.6185  -0.62
C27 3.2769 4.1563 -3.0790  -0.87
C28 2.5825 5.1716 -2.4275  -0.62
C29 1.8064 4.8707 -1.3131  -0.84
C30 1.7264 3.5535 -0.8526  -0.23
C31 2.4154 -0.3113 -2.2331  0.19
C32 3.0941 -1.5337 -2.0911  -0.61
C33 3.2187 -2.4251 -3.1613  -0.83
C34 2.6469 -2.1202 -4.3921  -0.74
C35 1.9352 -0.9347 -4.5459  -0.71
C36 1.8084 -0.0469 -3.4723  -0.64
H1 4.0321 0.9632 4.1686  0.39
H2 3.2009 2.3462 5.9870  0.44
H3 0.8149 3.0158 6.0627  0.46
H4 -0.7135 2.3357 4.2931  0.43
H5 -1.0916 -0.7087 4.2070  0.63
H6 -1.6149 -3.0868 4.5532  0.48
H7 -1.5591 -4.6763 2.6478  0.60
H8 -0.9648 -3.8626 0.3785  0.51
H9 -0.4373 -1.4904 0.0091  -0.18
H10 -0.8894 3.6834 1.7823  0.36
H11 -2.9374 5.0134 2.0438  0.46
H12 -5.1314 3.8915 2.3432  0.42
H13 -5.2533 1.4135 2.3596  0.50
H14 -3.2327 0.0652 2.0980  0.08
H15 4.8767 -0.7445 3.0763  0.67
H16 7.0632 -0.4111 1.9810  0.45
H17 7.1639 0.5665 -0.2982  0.45
H18 5.1078 1.1199 -1.4934  0.32
H19 3.7441 2.0720 -3.1567  0.36
H20 3.8854 4.3865 -3.9496  0.45
H21 2.6461 6.1948 -2.7875  0.42
H22 1.2603 5.6573 -0.7995  0.48
H23 1.1121 3.3479 0.0216  -0.01
H24 3.5315 -1.8201 -1.1365  0.45
H25 3.7561 -3.3599 -3.0253  0.45
H26 2.7415 -2.8130 -5.2237  0.46
H27 1.4685 -0.6999 -5.4990  0.49
H28 1.2235 0.8591 -3.6190  0.45
F1 -0.4260 0.8297 -3.0467  -0.88
C37 -3.9401 -3.3831 -0.6489  -1.71
C38 -2.6512 -2.7951 -0.0925  1.40
C39 -2.8252 -2.5264 1.4087  -0.98
P3 -1.9643 -1.3187 -0.9213  0.36
C40 -1.0175 -1.8862 -2.3887  1.00
C41 -1.5863 -3.0803 -3.1461  -1.75
C42 0.4263 -2.2006 -1.9738  -1.24
C43 -3.2718 -0.1982 -1.5300  0.68
C44 -4.1802 0.3018 -0.4054  -0.73
C45 -4.1027 -0.6633 -2.7181  -1.56
H29 -4.1832 -4.3187 -0.1314  0.47
H30 -3.8683 -3.6221 -1.7119  0.35
H31 -4.7937 -2.7139 -0.5078  0.31
H32 -1.8826 -3.5747 -0.1668  -0.26
H33 -3.5902 -1.7682 1.6060  0.32
H34 -1.8897 -2.1844 1.8669  -1.60
H35 -3.1261 -3.4417 1.9311  0.56
H36 -0.9675 -1.0396 -3.0846  0.77
H37 -1.5838 -3.9909 -2.5374  0.36
H38 -0.9812 -3.2884 -4.0363  0.44
H39 -2.6081 -2.9088 -3.4916  0.35
H40 0.4740 -3.0401 -1.2702  0.15
H41 0.9043 -1.3368 -1.4970  -0.25
H42 1.0309 -2.4648 -2.8488  0.54
H43 -2.7234 0.6859 -1.8832  0.22
H44 -4.8355 -0.4866 -0.0236  0.23
H45 -4.8243 1.1126 -0.7646  0.60
H46 -3.6014 0.6969 0.4374  -0.54
H47 -4.6752 -1.5692 -2.5105  0.28
H48 -3.4776 -0.8470 -3.5970  0.41
H49 -4.8223 0.1118 -3.0074  0.46
H50 -1.5682 2.4248 -0.9213  -0.16

Formula: C45H51CsN3O5S
Source: OMol25
Level of theory: wB97M-V/def2-TZVPD

The value obtained for the HOMO-LUMO gap (alpha / beta) is 4.79 / 4.52 eV. The charge is -1. The value obtained for the HOMO energy (alpha / beta) is -2.9 / -2.6 eV.

Last column: Mulliken charge in e.
Geometry (Å):
Cs1 -0.0966 -1.2767 -0.1722  1.41
O1 3.8501 -1.4439 2.9574  -0.60
C1 2.8098 -1.7098 2.0945  -0.14
O2 2.5258 -0.8708 1.2336  0.05
C2 2.1663 -2.9539 2.3224  0.06
C3 2.5554 -3.8166 3.3947  -1.00
C4 1.8672 -4.9645 3.6220  -0.58
C5 0.7641 -5.2872 2.7855  -1.18
C6 0.4546 -4.3943 1.7600  0.59
N1 1.1089 -3.2797 1.4988  0.27
C7 -0.6930 -4.6731 0.8349  0.38
O3 -1.0918 -5.9629 0.7583  -0.48
O4 -1.2574 -3.8404 0.1789  -0.49
H1 4.1270 -0.5476 2.7269  0.29
H2 3.3885 -3.5344 4.0219  0.44
H3 2.1455 -5.6130 4.4434  0.40
H4 0.1292 -6.1314 3.0229  0.44
H5 -0.4593 -6.5012 1.2521  0.30
C8 -5.4617 -0.7452 2.7225  -1.46
C9 -4.6325 -1.5606 1.7222  0.28
C10 -3.2492 -1.9153 2.2757  -1.40
C11 -4.6832 -1.0186 0.2891  0.07
C12 -5.7778 -1.4722 -0.4522  -0.72
C13 -5.9283 -1.2234 -1.8038  -1.38
C14 -4.9106 -0.5457 -2.4671  -0.12
C15 -3.8117 -0.0622 -1.7811  0.39
C16 -2.6724 0.6351 -2.5122  2.01
C17 -2.8393 2.1559 -2.5191  -1.43
C18 -2.4326 0.1037 -3.9220  -1.90
C19 -3.7181 -0.2066 -0.3636  0.36
N2 -2.6563 0.4584 0.2154  0.27
C20 -2.7439 1.0036 1.4192  -0.66
C21 -1.7808 1.8885 1.9376  -1.02
N3 -0.7284 2.3305 1.2646  0.41
C22 -0.0260 3.4070 1.7892  -0.34
C23 -0.6464 4.5850 2.2873  0.24
C24 0.1467 5.5925 2.8351  -0.11
C25 1.5255 5.5101 2.8448  -1.63
C26 2.1361 4.4178 2.2395  -0.47
C27 1.3933 3.3826 1.6937  0.11
C28 2.0601 2.2385 0.9550  2.41
C29 1.7858 2.3423 -0.5536  -0.11
C30 3.5647 2.1446 1.1866  -2.20
C31 -2.1267 4.8843 2.0964  0.95
C32 -2.3074 6.1284 1.2166  -1.59
C33 -2.8723 5.0559 3.4178  -1.60
H6 -5.5342 -1.2851 3.6710  0.40
H7 -6.4713 -0.5841 2.3395  0.33
H8 -5.0277 0.2331 2.9324  0.33
H9 -5.1500 -2.5217 1.6461  0.63
H10 -2.6757 -1.0489 2.6005  0.21
H11 -2.6718 -2.4517 1.5244  0.13
H12 -3.3700 -2.5743 3.1400  0.58
H13 -6.5233 -2.0774 0.0564  0.41
H14 -6.7916 -1.5946 -2.3415  0.35
H15 -4.9777 -0.4046 -3.5398  0.25
H16 -1.8077 0.4340 -1.8833  -0.54
H17 -3.7392 2.4438 -3.0712  0.32
H18 -1.9760 2.6334 -2.9914  0.37
H19 -2.9164 2.5240 -1.4957  0.23
H20 -3.2364 0.3908 -4.6050  0.37
H21 -2.3528 -0.9855 -3.9301  0.43
H22 -1.5050 0.5219 -4.3218  0.39
H23 -3.6207 0.8424 2.0442  0.16
H24 -1.9851 2.2640 2.9440  0.47
H25 -0.3333 6.4815 3.2327  0.30
H26 2.1235 6.3021 3.2795  0.33
H27 3.2169 4.3810 2.1985  0.33
H28 1.6218 1.3003 1.2898  -0.06
H29 2.2414 3.2494 -0.9636  0.33
H30 0.7123 2.3659 -0.7429  0.24
H31 2.2192 1.4830 -1.0774  -0.58
H32 4.0926 3.0023 0.7586  0.44
H33 3.9366 1.2374 0.7079  0.21
H34 3.8071 2.0961 2.2526  0.40
H35 -2.5781 4.0555 1.5596  -0.07
H36 -1.9222 7.0288 1.7021  0.31
H37 -3.3675 6.2885 1.0008  0.43
H38 -1.7783 6.0024 0.2707  0.38
H39 -2.4595 5.8879 3.9954  0.28
H40 -2.7988 4.1565 4.0318  0.36
H41 -3.9307 5.2630 3.2382  0.44
O5 1.3455 -2.6227 -2.3093  -0.75
S1 2.7389 -2.4196 -1.8249  0.55
C34 3.7654 -3.5677 -2.7531  0.04
C35 3.2827 -4.1191 -3.9272  -0.26
C36 4.0761 -5.0108 -4.6299  -0.76
C37 5.3398 -5.3472 -4.1563  -0.39
C38 5.8071 -4.7997 -2.9695  -0.68
C39 5.0123 -3.9111 -2.2574  -0.14
C40 3.3070 -0.9026 -2.5955  0.59
C41 2.5283 -0.3062 -3.5709  -0.26
C42 2.9215 0.9161 -4.0945  -0.63
C43 4.0797 1.5306 -3.6347  -0.49
C44 4.8448 0.9292 -2.6433  -0.54
C45 4.4528 -0.2894 -2.1116  -0.50
H42 2.2854 -3.8475 -4.2533  0.42
H43 3.7110 -5.4505 -5.5492  0.38
H44 5.9550 -6.0467 -4.7072  0.37
H45 6.7830 -5.0737 -2.5905  0.39
H46 5.3551 -3.4941 -1.3168  0.39
H47 1.6131 -0.7955 -3.8836  0.47
H48 2.3125 1.3991 -4.8474  0.40
H49 4.3737 2.4936 -4.0315  0.39
H50 5.7283 1.4259 -2.2644  0.37
H51 5.0098 -0.7456 -1.3008  0.26

Formula: C45H51MnN6OSSi3
Source: OMol25
Level of theory: wB97M-V/def2-TZVPD

The value obtained for the HOMO-LUMO gap (alpha / beta) is 4.76 / 7.15 eV. The energy relative to the best compared isomer or geometry (same formula, charge and spin) is 154.9 kJ/mol. The multiplicity is 4. The charge is -1. The value obtained for the HOMO energy (alpha / beta) is -2.7 / -4.7 eV.

Last column: Mulliken charge in e.
Geometry (Å):
Mn1 -0.6014 -0.2556 -0.7890  -0.64
C1 1.3720 -3.2657 -0.0367  -1.07
Si1 2.2356 -1.6666 0.4172  0.95
C2 2.6221 -1.8790 2.2398  -1.42
C3 3.9049 -1.5602 -0.4658  -1.48
N1 1.1743 -0.2721 0.1410  0.19
C4 1.3153 0.9186 0.9078  0.52
C5 2.4385 1.2619 1.6464  0.03
C6 2.4945 2.4585 2.3500  -1.34
C7 1.4151 3.3286 2.2955  -1.34
C8 0.2740 2.9886 1.5865  -0.70
C9 0.1819 1.7629 0.9179  0.57
N2 -0.9385 1.2759 0.2868  1.66
Si2 -2.5476 1.9062 0.6212  0.86
C10 -2.8082 3.6064 -0.1559  -1.57
C11 -2.8344 2.1339 2.4645  -1.41
C12 -3.9377 0.7658 0.0891  -1.08
H1 2.0964 -4.0741 0.0897  0.66
H2 0.9565 -3.3567 -1.0351  0.27
H3 0.5529 -3.4312 0.6643  0.09
H4 2.5333 -2.9369 2.4949  0.50
H5 1.9148 -1.3420 2.8573  0.14
H6 3.6260 -1.5494 2.5060  0.40
H7 4.2291 -2.5532 -0.7831  0.41
H8 4.6628 -1.1733 0.2182  0.38
H9 3.9166 -0.9235 -1.3480  0.38
H10 3.2938 0.5998 1.6684  0.04
H11 3.3831 2.7132 2.9118  0.44
H12 1.4565 4.2787 2.8133  0.35
H13 -0.5599 3.6751 1.5512  0.50
H14 -3.1448 4.3199 0.5995  0.46
H15 -3.5694 3.5699 -0.9375  0.38
H16 -1.8966 3.9946 -0.6065  0.30
H17 -2.1106 2.7827 2.9496  0.47
H18 -2.8414 1.1779 2.9897  0.21
H19 -3.8195 2.5931 2.5796  0.48
H20 -4.2961 0.9860 -0.9139  0.27
H21 -4.7616 0.9340 0.7885  0.57
H22 -3.6790 -0.2899 0.1264  0.13
C13 -0.7451 -0.5634 6.7678  -2.51
C14 -0.4398 -0.1346 5.3306  2.46
C15 1.0780 -0.1555 5.1503  -1.51
C16 -0.9091 1.3120 5.1519  -1.44
C17 -1.1353 -1.0400 4.2983  -0.09
C18 -2.0229 -2.0327 4.7172  -0.08
C19 -2.6899 -2.8347 3.8018  -1.32
C20 -2.4623 -2.6515 2.4575  0.76
S1 -3.1815 -3.5335 1.1361  -0.63
C21 -2.2202 -2.5886 0.0175  -0.53
N3 -1.4794 -1.6092 0.6062  1.49
C22 -1.5714 -1.6666 1.9828  -1.44
C23 -0.9165 -0.8616 2.9267  0.59
C24 -2.1861 -2.8327 -1.3611  1.71
C25 -3.1853 -3.5825 -2.0401  -1.40
C26 -3.1766 -3.6969 -3.4088  -0.66
C27 -2.1784 -3.0891 -4.1814  -1.14
C28 -1.1611 -2.3901 -3.5350  -0.04
C29 -1.1515 -2.2768 -2.1597  0.48
H23 -0.2071 0.0924 7.4547  0.42
H24 -0.4257 -1.5884 6.9631  0.45
H25 -1.8078 -0.4848 6.9995  0.46
H26 1.5472 0.4750 5.9094  0.55
H27 1.3644 0.2458 4.1811  0.17
H28 1.4770 -1.1664 5.2476  0.31
H29 -0.4587 1.9451 5.9199  0.57
H30 -1.9936 1.3892 5.2295  0.34
H31 -0.6083 1.7014 4.1801  -0.06
H32 -2.2086 -2.1945 5.7669  0.52
H33 -3.3787 -3.5966 4.1439  0.40
H34 -0.2497 -0.0849 2.5827  -0.35
H35 -3.9901 -4.0264 -1.4673  0.40
H36 -3.9660 -4.2564 -3.8968  0.34
H37 -2.1785 -3.1791 -5.2590  0.40
H38 -0.3743 -1.9423 -4.1229  0.32
N4 -3.6460 0.1716 -3.5938  -0.45
C30 -2.5503 0.7748 -3.0424  0.47
O1 -2.0833 0.2307 -2.0117  0.28
C31 -2.0462 1.9465 -3.6544  0.86
C32 -2.5824 2.3610 -4.8942  -0.80
N5 -3.0103 2.6619 -5.9247  -0.70
C33 -1.0820 2.7610 -3.0319  0.02
N6 -0.3011 3.4615 -2.5475  -0.72
H39 -3.9618 0.4577 -4.5050  0.26
H40 -3.7658 -0.7976 -3.3417  0.09
C34 4.6438 3.7415 -2.0809  -0.79
C35 3.6029 3.7569 -2.9981  -0.72
C36 2.5814 2.8272 -2.9068  -0.88
C37 2.5695 1.8551 -1.8981  1.81
C38 3.6265 1.8573 -0.9901  0.70
C39 4.6529 2.7888 -1.0778  -0.98
Si3 1.2196 0.5423 -1.9517  -0.12
C40 1.8116 -0.5457 -3.3932  0.96
C41 2.2133 -1.8791 -3.2831  0.41
C42 2.5458 -2.6333 -4.3993  -1.09
C43 2.4504 -2.0789 -5.6652  -0.73
C44 2.0346 -0.7628 -5.8036  -0.75
C45 1.7333 -0.0055 -4.6815  -0.82
H41 5.4388 4.4736 -2.1463  0.36
H42 3.5743 4.5065 -3.7777  0.44
H43 1.7674 2.8965 -3.6117  0.10
H44 3.6654 1.1243 -0.2011  -0.16
H45 5.4566 2.7657 -0.3527  0.45
H46 -0.2403 -1.8719 -1.6735  -0.38
H47 2.2681 -2.3553 -2.3179  0.05
H48 2.8572 -3.6634 -4.2770  0.45
H49 2.6883 -2.6702 -6.5403  0.37
H50 1.9463 -0.3194 -6.7867  0.44
H51 1.4112 1.0170 -4.8295  0.09